{
  "formula": "C33H66N2O9P",
  "method": "ωB97M-V/def2-TZVPD",
  "lumo_ev": -4.3,
  "e_tot_ev": -65973.5872,
  "gap_ev": 6.05,
  "spin_multiplicity": 1,
  "total_charge": 1,
  "symbols": ["C", "C", "C", "C", "N", "C", "C", "C", "C", "C", "C", "C", "C", "C", "O", "C", "C", "O", "C", "C", "C", "O", "C", "C", "C", "P", "N", "H", "H", "H", "H", "H", "H", "H", "H", "H", "H", "H", "H", "H", "H", "H", "H", "H", "H", "H", "H", "H", "H", "H", "H", "H", "H", "H", "H", "H", "H", "H", "H", "H", "H", "H", "H", "H", "H", "C", "O", "C", "C", "O", "C", "C", "O", "C", "H", "H", "H", "H", "H", "H", "H", "H", "H", "H", "H", "H", "H", "H", "C", "O", "C", "C", "O", "C", "C", "O", "C", "H", "H", "H", "H", "H", "H", "H", "H", "H", "H", "H", "H", "H", "H"],
  "positions_angstrom": [[-2.4111, -2.1073, 0.5321], [-3.3149, -2.0049, 1.8423], [-2.9969, -0.5997, 2.5789], [-2.2692, -0.8129, 3.9943], [-4.2222, 0.2551, 2.7072], [-4.2880, 1.5071, 2.0809], [-3.1086, 2.1199, 1.2450], [-3.0546, 3.7069, 1.2599], [-2.7083, 4.2306, 2.7236], [-1.2105, 4.7985, 2.7104], [-0.1145, 3.6708, 2.6213], [0.0889, 2.9205, 4.0014], [1.4309, 2.0885, 4.0935], [1.2765, 0.8985, 5.1495], [2.1152, -0.2454, 4.8353], [3.4375, 0.2449, 4.8007], [4.2751, 0.0169, 3.4976], [3.9058, 0.8235, 5.7502], [-5.5059, 2.3575, 2.1518], [-6.7094, 1.9116, 2.9111], [-7.9670, 2.8258, 2.9682], [-7.5908, 4.2192, 2.9384], [-8.7691, 5.0008, 3.2472], [-6.5759, 0.5937, 3.5805], [-5.3348, -0.1804, 3.4581], [-5.4364, -1.8123, 4.4357], [-6.8888, -2.0172, 5.0556], [-1.3919, -1.6449, 0.7112], [-2.2660, -3.1972, 0.3228], [-2.8715, -1.5239, -0.3071], [-2.9485, -2.7956, 2.5568], [-4.4127, -2.0648, 1.6325], [-2.2100, -0.1389, 1.9341], [-2.6525, 0.0078, 4.6779], [-2.5694, -1.7771, 4.4884], [-1.1540, -0.7771, 3.9117], [-2.0907, 1.7734, 1.5639], [-3.2918, 1.8156, 0.1684], [-2.1620, 3.9774, 0.6143], [-3.9359, 4.2031, 0.7792], [-2.6709, 3.3128, 3.3861], [-3.4148, 4.9994, 3.1261], [-1.1078, 5.4324, 1.7778], [-1.0319, 5.4791, 3.5839], [0.8856, 4.1399, 2.3620], [-0.3015, 2.9080, 1.8088], [0.0613, 3.7004, 4.8124], [-0.7803, 2.2102, 4.1519], [1.7540, 1.6972, 3.0856], [2.2153, 2.7908, 4.5120], [0.2030, 0.5557, 5.0512], [1.4295, 1.2634, 6.1989], [4.7210, 1.0102, 3.2157], [5.0841, -0.7506, 3.6729], [3.5876, -0.3897, 2.7018], [-5.6015, 3.3406, 1.6388], [-8.4625, 2.6631, 3.9723], [-8.6764, 2.6183, 2.1183], [-8.7268, 5.9944, 2.7241], [-8.8929, 5.1717, 4.3536], [-9.6932, 4.4538, 2.8880], [-7.4609, 0.2077, 4.1592], [-4.4666, -1.8174, 5.4754], [-5.2303, -2.9055, 3.5264], [-7.2967, -2.8784, 4.6705], [1.6407, -0.7636, -0.7379], [0.8616, -0.6467, -1.9097], [0.2327, 0.6230, -2.0177], [-0.0832, 0.9387, -3.4715], [1.0459, 1.3933, -4.2096], [2.0374, 0.4129, -4.5173], [1.6065, -0.5655, -5.5969], [0.7189, -1.5408, -5.0615], [-0.1535, -2.0690, -6.0412], [1.0079, -0.6842, 0.1545], [2.1246, -1.7404, -0.7451], [2.4208, 0.0055, -0.7175], [0.8786, 1.4082, -1.6073], [-0.7012, 0.5808, -1.4395], [-0.7910, 1.7728, -3.4870], [-0.5710, 0.1007, -3.9725], [2.3781, -0.0976, -3.6151], [2.8910, 0.9793, -4.9004], [2.4836, -1.0966, -5.9854], [1.1287, -0.0165, -6.4150], [-0.7556, -1.2722, -6.4911], [-0.8277, -2.7727, -5.5523], [0.4118, -2.5970, -6.8177], [3.5624, -4.0013, -5.2343], [4.8727, -3.5595, -5.5287], [5.0517, -2.1768, -5.2569], [6.5203, -1.8690, -5.0120], [6.9640, -2.2223, -3.7032], [7.0936, -3.6179, -3.4336], [8.2924, -4.2567, -4.1155], [8.0208, -4.4844, -5.4922], [9.1957, -4.4932, -6.2784], [2.8303, -3.4931, -5.8705], [3.5150, -5.0738, -5.4247], [3.3271, -3.8290, -4.1779], [4.4660, -1.8783, -4.3785], [4.7006, -1.6195, -6.1343], [6.6501, -0.7849, -5.0762], [7.1606, -2.3099, -5.7775], [6.1663, -4.1487, -3.6549], [7.2470, -3.6876, -2.3528], [8.5035, -5.2305, -3.6543], [9.1656, -3.6068, -3.9962], [9.7257, -3.5385, -6.1904], [8.9064, -4.6289, -7.3206], [9.8538, -5.3175, -5.9802]],
  "forces_ev_per_angstrom": [[-0.281, 0.175, 0.773], [1.330, 0.979, 0.119], [1.223, -1.686, 0.303], [-1.234, 0.523, 0.213], [-1.553, 1.969, -0.076], [-1.332, 1.470, 0.036], [-0.566, 0.224, -0.576], [0.801, -0.121, 0.354], [1.229, -0.457, -0.345], [-0.417, -0.024, -0.843], [0.802, 0.098, 0.713], [-0.186, -0.174, -0.466], [-0.034, 0.377, 1.034], [-1.438, 0.570, -0.550], [0.901, 1.609, -0.509], [1.205, -0.254, 0.426], [-1.001, -0.587, 0.137], [-0.626, -0.408, -0.932], [-1.117, -2.578, 1.728], [3.211, -0.783, -0.997], [0.458, 0.063, 1.030], [-0.715, -0.738, -0.116], [-0.807, 0.244, -0.104], [1.360, 1.022, -1.307], [-1.388, 1.372, -0.043], [-2.553, -1.218, 0.442], [1.043, 0.142, -0.608], [-1.074, -0.657, -0.050], [-0.173, 1.110, -0.334], [0.372, -0.844, 0.560], [-0.831, 0.596, -0.800], [1.075, -0.259, 0.043], [-1.342, 0.223, 0.538], [0.847, -0.797, -0.628], [0.452, 0.849, -0.658], [-1.068, -0.003, -0.055], [-1.142, 0.125, -0.229], [0.363, 0.019, 1.126], [-1.120, -0.399, 0.528], [0.687, -0.570, 0.550], [-0.432, 1.158, -0.330], [0.526, -0.825, -0.400], [-0.142, -0.476, 1.058], [-0.049, -0.772, -0.668], [-1.161, -0.375, 0.204], [0.005, 0.857, 0.703], [-0.033, -0.888, -0.638], [0.756, 0.770, 0.012], [-0.392, 0.318, 1.019], [-0.615, -0.833, -0.856], [1.277, -0.001, 0.281], [0.042, -0.406, -0.984], [-0.413, -1.118, 0.249], [-0.819, 0.987, -0.022], [0.856, 0.580, 0.658], [0.533, -1.041, 0.502], [0.230, -0.278, -1.141], [0.638, -0.119, 0.812], [0.211, -1.068, 0.505], [0.337, -0.257, -0.989], [0.919, 0.688, 0.291], [1.401, 0.016, -0.520], [0.148, 0.394, -0.810], [0.845, 0.868, 0.369], [0.013, 0.611, 0.193], [-0.097, -0.061, -0.272], [0.178, 0.124, 0.091], [-0.017, -0.479, -0.246], [0.093, 0.271, -0.021], [-0.094, -0.216, 0.167], [0.057, 0.139, -0.250], [0.038, -0.304, 0.391], [-0.254, 0.180, -0.026], [0.167, -0.044, 0.149], [0.081, 0.066, 0.145], [-0.112, 0.020, -0.037], [-0.035, 0.043, 0.146], [-0.016, 0.033, -0.022], [-0.097, 0.221, 0.059], [0.105, 0.045, 0.025], [0.114, -0.164, 0.176], [-0.139, -0.188, -0.069], [-0.112, 0.035, -0.039], [0.056, 0.220, -0.123], [-0.004, 0.047, 0.002], [0.036, -0.021, -0.132], [0.117, 0.005, 0.032], [-0.119, 0.040, -0.087], [0.250, -0.006, -0.117], [-0.086, -0.053, 0.299], [0.285, -0.386, -0.319], [-0.069, 0.178, 0.182], [-0.093, -0.141, -0.159], [0.188, 0.118, 0.147], [-0.398, -0.278, -0.238], [0.104, 0.300, -0.047], [-0.181, -0.113, 0.064], [-0.138, 0.005, 0.107], [0.073, 0.076, -0.071], [-0.141, 0.094, -0.032], [0.009, 0.035, 0.020], [0.005, 0.238, 0.075], [-0.044, -0.030, 0.106], [-0.186, -0.178, -0.030], [0.109, -0.073, -0.227], [0.077, 0.087, -0.056], [0.089, 0.100, 0.203], [0.002, 0.038, 0.028], [0.116, -0.045, 0.038], [-0.060, -0.053, 0.093], [0.102, 0.088, -0.049]],
  "mulliken_charge": [-1.1493, -0.4800, 0.5009, -1.4505, 0.4296, 0.8165, -0.0175, -1.1093, -0.3481, -1.2386, 0.0381, -0.0741, -0.6613, -0.3710, -0.4056, 0.6968, -0.7467, -0.5114, -0.9758, 0.3844, -0.5885, -0.3097, -0.7006, -0.9796, 0.2844, 0.5319, -0.8356, 0.1156, 0.4195, 0.2930, 0.3254, 0.4496, -0.2362, 0.4053, 0.3620, 0.3547, -0.4191, 0.3954, 0.5303, 0.5929, 0.1921, 0.4051, 0.3346, 0.4583, 0.5453, -0.2605, 0.2936, -0.0956, 0.3232, 0.3228, 0.1645, 0.2698, 0.2760, 0.3416, 0.1407, 0.4205, 0.4222, 0.3428, 0.2443, 0.2736, 0.3035, 0.5703, 0.0997, 0.0626, 0.2404, -0.7867, -0.2216, -0.2136, -0.4288, -0.5138, -0.3876, -0.3868, -0.1917, -0.9319, 0.0752, 0.3448, 0.4246, 0.3859, 0.1063, 0.3867, 0.1413, 0.1006, 0.4191, 0.2531, 0.4184, 0.3765, 0.2536, 0.3330, -0.5074, -0.3650, -0.2031, -0.5698, -0.4864, -0.3187, -0.5779, -0.2595, -0.7881, 0.1049, 0.3624, 0.2758, 0.1877, 0.3782, 0.4471, 0.1694, 0.1227, 0.3973, 0.4082, 0.3589, 0.3378, 0.2336, 0.3265]
}